No. 1
{"formula": "C2H4LiORu", "method": "the ωB97M-V functional and the def2-TZVPD basis", "elements": ["O", "Li", "Ru", "C", "C", "H", "H", "H", "H"], "coordinates": [[0.6794, -0.1317, 0.3725], [2.1109, -1.1281, 0.4441], [0.1686, 1.5824, -0.0898], [-1.8444, 0.7945, 0.1326], [-1.0829, -0.4635, 0.1234], [-2.4817, 0.9622, -0.7451], [-2.3305, 1.0504, 1.0829], [-0.9045, -1.2303, -0.6475], [-1.6606, -1.1504, 0.7613]], "nbo_charge": [-0.929, 0.991, 1.592, -0.648, -0.182, 0.306, 0.289, 0.272, 0.309], "spin_multiplicity": 6, "e_above_lowest_kcal_mol": 27.15, "charge": 2, "lumo_ha": [-0.3592, -0.4546]}

---

No. 2
{"formula": "C2H4LiOSr", "method": "the ωB97M-V functional and the def2-TZVPD basis", "elements": ["O", "Li", "Sr", "C", "C", "H", "H", "H", "H"], "coordinates": [[1.4973, -0.6754, 0.0173], [3.2018, -0.9981, -0.0490], [0.4514, 1.2972, -0.0229], [-0.0807, -2.0290, 0.0744], [-1.3137, -1.3086, 0.0857], [0.1024, -2.6349, -0.8249], [0.1419, -2.6073, 0.9828], [-1.8696, -1.2725, 1.0311], [-1.9218, -1.3314, -0.8266]], "mulliken_spin": [0.012, 0.045, 0.882, 0.003, 0.089, -0.001, -0.001, -0.014, -0.014], "spin_multiplicity": 2, "e_above_lowest_kcal_mol": 0.00, "lumo_ha": [-0.0207, -0.0280]}

---

No. 3
{"formula": "C2H4MnO2", "method": "the ωB97M-V functional and the def2-TZVPD basis", "elements": ["O", "H", "O", "Mn", "H", "C", "C", "H", "H"], "coordinates": [[0.3167, 1.4359, 0.1001], [0.1864, 2.3921, 0.1745], [0.7208, -1.0294, -0.0085], [2.0274, 0.3947, -0.1155], [0.8400, -1.9863, -0.0096], [-0.6286, -0.6320, -0.1230], [-0.8399, 0.7550, -0.0483], [-1.2142, -1.1504, -0.8882], [-1.4085, -0.1795, 0.9185]], "nbo_charge": [-0.827, 0.581, -0.842, 1.804, 0.573, -0.147, 0.176, 0.321, 0.361], "spin_multiplicity": 6, "e_above_lowest_kcal_mol": 18.48, "charge": 2, "lumo_ha": [-0.4266, -0.4351]}

---

What did the third record say?
{"formula": "C2H4MnO2", "method": "the ωB97M-V functional and the def2-TZVPD basis", "elements": ["O", "H", "O", "Mn", "H", "C", "C", "H", "H"], "coordinates": [[0.3167, 1.4359, 0.1001], [0.1864, 2.3921, 0.1745], [0.7208, -1.0294, -0.0085], [2.0274, 0.3947, -0.1155], [0.8400, -1.9863, -0.0096], [-0.6286, -0.6320, -0.1230], [-0.8399, 0.7550, -0.0483], [-1.2142, -1.1504, -0.8882], [-1.4085, -0.1795, 0.9185]], "nbo_charge": [-0.827, 0.581, -0.842, 1.804, 0.573, -0.147, 0.176, 0.321, 0.361], "spin_multiplicity": 6, "e_above_lowest_kcal_mol": 18.48, "charge": 2, "lumo_ha": [-0.4266, -0.4351]}